--- 1 ---
Molecular formula: C13H34N6OP2Ru
Method: DFT, ωB97M-V/def2-TZVPD

CARTESIAN COORDINATES (ANGSTROEM)
H -4.0399 -0.8881 -0.1250
C 1.1871 0.2494 2.8604
C 2.0889 0.1847 5.1328
H 1.7176 -1.7865 -5.9294
C 3.0014 0.3039 1.1767
H 2.6671 -0.7260 4.9687
H -2.8534 -2.7241 -1.6499
C -0.3731 0.4571 4.7105
H -0.5730 0.2674 -4.2789
C 1.9197 -1.9366 -4.8745
H -2.5306 3.6525 0.3342
C -2.9803 0.8530 -0.8792
H -3.1758 0.0131 1.1079
N 0.9817 0.2913 4.1685
H -3.8361 1.5286 -0.8040
N 1.1175 -0.9631 -4.1011
H -2.8253 -3.0526 1.1199
P -1.6452 -1.3864 -0.0915
H -1.9265 3.1341 -2.3510
H -1.7892 -1.5709 -2.4939
H -2.9199 0.5290 -1.9214
H 1.7236 -1.8244 -2.3692
H -0.2923 3.4657 -1.7467
H 4.9244 0.5722 1.8575
H -0.9485 1.1602 4.1096
N 4.3174 0.4416 1.0625
C 0.3493 0.0600 -4.8160
H 2.6666 0.3493 -0.7398
H 1.6425 -2.9532 -4.6051
C -1.8657 -2.2598 -1.6551
H 3.1976 0.2019 3.1955
H 2.7313 1.0675 5.1023
C -1.8271 2.9412 0.7713
H -2.2899 2.4634 1.6345
H 4.7597 0.4622 0.1574
H 0.9315 0.9772 -4.9102
H -1.6932 -2.1913 2.1886
N 0.2048 0.2127 1.9680
H 1.6673 0.1210 6.1299
H -0.6987 0.2083 2.4215
N 2.1878 0.2296 0.1460
C 1.1239 -1.0164 -2.8002
C -1.0079 2.6764 -1.9787
H 0.1109 -0.3088 -5.8085
H -0.2929 0.8813 5.7064
N 2.5128 0.2200 2.4551
C -3.1240 -0.3223 0.0669
Ru 0.1753 0.0980 -0.0156
H -1.1172 -3.0442 -1.7749
C -1.8220 -2.6306 1.2006
O 0.4931 -0.2111 -2.0525
H -0.8942 -0.4991 4.7815
H 2.9824 -1.7827 -4.7004
H -0.5844 2.0217 -2.7358
H -1.0934 -3.4326 1.0781
H -0.9391 3.4831 1.0971
P -1.4247 1.7322 -0.5015

Properties
- expectation value of S² = 0.758
- highest occupied orbital energy (alpha / beta) (hartree) = -0.66899 / -0.66620
- total charge = +3
- spin multiplicity = 2

Table of natural (NBO) atomic charges, one value per atom, all in e: 0.2783 0.6732 -0.4465 0.2505 0.6840 0.2279 0.2806 -0.4289 0.2140 -0.4241 0.2843 -0.7425 0.2392 -0.3388 0.2829 -0.3255 0.2817 1.2094 0.2817 0.2560 0.2529 0.1705 0.2765 0.4345 0.2118 -0.7362 -0.4266 0.3993 0.2340 -0.9654 0.4411 0.2307 -0.9651 0.2554 0.4370 0.2355 0.2513 -0.7539 0.2686 0.4002 -0.8545 0.5355 -0.9669 0.2500 0.2623 -0.5877 -0.7283 0.5556 0.2672 -0.9579 -0.7039 0.2318 0.2327 0.2654 0.2754 0.2725 1.2611

--- 2 ---
Molecular formula: C13H34N6OP2Ru
Method: DFT, ωB97M-V/def2-TZVPD

CARTESIAN COORDINATES (ANGSTROEM)
N 0.0077 0.7536 3.8149
N 3.5727 0.8229 -1.5309
H -0.1194 -0.7185 5.2874
H 0.3921 -2.9894 1.7553
H 4.7238 2.5737 -1.1497
H 1.1100 2.5235 4.1386
H 4.0840 2.4357 -2.8206
H -3.1089 0.0759 1.5599
N 0.3016 3.9277 -2.0897
H 1.4703 1.1882 5.2580
Ru -0.4273 -0.0254 -0.2667
N 1.4073 0.0286 -1.1427
C 0.6839 1.7040 4.7109
H -4.6310 0.1064 0.6330
H 5.4135 1.4315 -2.3019
C -0.1911 -3.0492 -2.0509
H -1.3585 2.3008 -1.3816
H 0.8520 -2.9260 -2.3447
H -0.4200 -4.1160 -2.0191
H -3.4822 1.6277 -2.2192
H -2.3414 -2.4968 1.0616
H 0.6069 1.7649 2.1616
H -0.8980 -1.1416 3.7439
H 5.2221 -0.3448 -1.0162
C -0.7183 -0.3470 4.4593
N -0.4466 1.8850 -1.2446
H 0.0533 -4.4036 0.7355
C -3.5307 0.5393 -2.2359
N 1.8152 2.2963 -1.5584
P -0.4728 -2.3712 -0.4044
H -3.0691 -2.2879 -1.9287
H 1.5193 -3.4469 0.4631
O -0.5768 0.1337 1.7239
H 3.7082 -0.9347 -0.3577
H 1.0465 4.5112 -2.4369
C -3.1387 -1.9707 -0.8853
H -0.6273 4.3124 -2.1454
H -4.5775 0.2320 -2.1836
C -3.5898 0.4344 0.6519
H -3.5710 1.5252 0.6526
H -0.0390 2.0997 5.4215
H 2.5124 3.0079 -1.7139
H 1.8671 -0.8688 -1.1759
C 0.4679 -3.3940 0.7470
H -1.6675 0.0190 4.8492
C 4.4889 1.8905 -1.9678
H 4.0862 -1.1611 -2.0922
H -3.0927 0.1776 -3.1658
C 0.5035 2.6932 -1.6275
H -0.8131 -2.5630 -2.8013
H -2.3759 -3.8376 -0.0750
C 2.2708 1.0103 -1.4061
H -4.1816 -2.0998 -0.5871
C -2.1999 -2.7625 0.0108
C 0.0341 0.9104 2.5289
C 4.1692 -0.4879 -1.2376
P -2.7245 -0.1986 -0.8042

Properties
- expectation value of S² = 0.763
- highest occupied orbital energy (alpha / beta) (hartree) = -0.65571 / -0.65479
- total charge = +3
- spin multiplicity = 2

Table of natural (NBO) atomic charges, one value per atom, all in e: -0.2976 -0.3399 0.2475 0.2622 0.2330 0.2236 0.2230 0.2652 -0.7482 0.2405 0.6787 -0.8283 -0.4133 0.2762 0.2669 -0.9655 0.3881 0.2607 0.2818 0.2582 0.2533 0.1671 0.2272 0.2599 -0.4322 -0.8296 0.2772 -0.9548 -0.5896 1.1595 0.2591 0.2612 -0.6616 0.2134 0.4326 -0.7367 0.4347 0.2887 -0.9635 0.2634 0.2455 0.4393 0.3970 -0.9558 0.2434 -0.4426 0.2346 0.2751 0.6660 0.2621 0.2760 0.6742 0.2839 -0.7269 0.5280 -0.4317 1.1899

It turns out 1 is the most stable, with the second structure 22.1 kcal/mol higher.

--- 1 ---
Molecular formula: C4H9N2Se
Method: DFT, ωB97M-V/def2-TZVPD

CARTESIAN COORDINATES (ANGSTROEM)
N -0.6753 -0.6084 -1.5796
H 0.8020 -1.7300 -1.5866
Se -3.4558 -0.6944 -1.6422
H -1.7112 0.8762 -2.5748
C -1.7636 -0.0828 -1.9091
H -2.8759 -1.7417 -0.9984
H 2.2257 1.4300 1.3098
H 1.4226 0.9925 2.7313
C 0.9750 -0.4645 0.2492
C 1.2535 1.3850 1.7444
C 0.3491 -0.9947 -0.9941
H 0.8750 2.3479 1.8757
H 0.6060 -1.2384 0.9247
N 0.3267 0.7159 0.8163
H -0.4101 0.3111 1.3459
H 2.0565 -0.5037 0.2875

Properties
- SMILES = CNCC=[N+]=C[SeH]
- highest occupied orbital energy (hartree) = -0.49032
- total charge = +1

Table of natural (NBO) atomic charges, one value per atom, all in e: -0.3233 0.2300 0.3865 0.2746 -0.0386 0.0689 0.1991 0.1945 -0.3051 -0.4236 0.2609 0.2185 0.2367 -0.5964 0.3565 0.2608

--- 2 ---
Molecular formula: C4H9N2Se
Method: DFT, ωB97M-V/def2-TZVPD

CARTESIAN COORDINATES (ANGSTROEM)
C -0.9445 1.5029 0.2720
H -0.7962 -0.8586 -1.9236
H 3.3627 -0.3057 1.0530
N -0.1084 0.4800 -0.3799
C -0.8840 -0.7176 -0.8454
C -0.2551 -1.8694 -0.1137
H -1.6636 1.9153 -0.4327
H -1.9401 -0.6128 -0.5911
H -0.3110 2.3061 0.6450
N 0.7120 -1.6249 0.6343
Se 2.7992 0.3168 -0.1080
H 0.3403 0.9144 -1.1950
C 0.9638 -0.0038 0.5420
H 0.8284 0.3687 1.5571
H -0.6373 -2.8720 -0.2340
H -1.4662 1.0607 1.1199

Properties
- SMILES = C[N@@H+]1CC=N[C@H]1[SeH]
- highest occupied orbital energy (hartree) = -0.48809
- total charge = +1

Table of natural (NBO) atomic charges, one value per atom, all in e: -0.4189 0.2577 0.1340 -0.3818 -0.2929 0.0818 0.2449 0.2522 0.2465 -0.3205 0.1315 0.4496 -0.1000 0.2384 0.2383 0.2392

It turns out 2 is the most stable, with the second structure 30.9 kcal/mol higher.

--- 1 ---
Molecular formula: C6H22N2O3
Method: DFT, ωB97M-V/def2-TZVPD

CARTESIAN COORDINATES (ANGSTROEM)
N -0.1803 -0.9973 1.4468
H -4.1100 0.2455 1.5197
H -2.4827 0.7723 1.0604
C 2.3307 0.2538 -0.8433
N 1.8384 1.6109 -1.0701
C 1.1302 -1.3532 0.9867
H 1.5299 -1.7875 1.9504
H 1.6788 0.7928 1.2194
H 3.1549 0.0257 1.1602
H -1.4297 -2.0244 0.0326
H 0.6012 3.6147 1.6055
H 3.3866 0.2313 -1.1377
C -3.0861 -0.0743 1.1243
H 2.4634 2.3746 -0.9819
C -1.2811 -1.7952 1.0914
H 0.9304 1.8027 -0.8035
H -3.4418 -1.9285 1.5139
H 1.1052 2.8292 2.9522
H -2.7048 -1.3571 2.8379
H 1.2466 2.1549 -3.7228
H -0.2885 0.0081 1.3473
C 2.2163 -0.1457 0.6551
H -0.2395 -1.5376 -3.6338
O 1.2951 2.9155 2.0041
O 0.4175 1.8510 -4.1030
H -0.1745 2.5130 -3.5343
H -3.2902 -0.4140 -0.0716
H 1.9243 -0.4173 -1.6907
H -1.1315 -2.8484 1.3406
O -0.6307 -2.2180 -3.2248
C -2.6394 -1.3159 1.7301
H -1.4532 -1.8203 -2.8168
H 1.3145 -1.9614 0.0554

Properties
- SMILES = CCCNCCCN.O.O.O
- highest occupied orbital energy (hartree) = -0.30253
- total charge = 0

Table of natural (NBO) atomic charges, one value per atom, all in e: -0.6540 0.2104 0.1925 -0.2455 -0.8747 -0.2197 0.1892 0.2207 0.2262 0.1549 0.4784 0.1953 -0.5731 0.3670 -0.2054 0.3542 0.2072 0.4791 0.2037 0.4739 0.3622 -0.4558 0.4626 -0.9496 -0.9344 0.4576 0.1748 0.1985 0.1902 -0.9279 -0.4200 0.4662 0.1953

--- 2 ---
Molecular formula: C6H22N2O3
Method: DFT, ωB97M-V/def2-TZVPD

CARTESIAN COORDINATES (ANGSTROEM)
H 0.1188 0.1932 -0.3479
H 0.6177 -1.6391 3.0886
H -1.9912 -1.1113 -2.7246
C -0.3714 0.7817 -2.3460
H 1.3709 0.8099 2.8584
H 1.1557 -0.5343 -1.6187
C -0.9589 -1.8858 0.2847
O 0.1028 3.2706 1.1429
H -2.0157 2.0281 0.2727
H -0.5319 0.3904 -3.3521
H 1.0643 -1.8678 0.5204
H 3.4274 0.2803 -0.2012
N 0.2824 -2.0212 1.1531
H 0.7895 3.9267 0.9839
C 0.3525 -0.9984 2.2188
H -0.6243 -0.6314 2.5612
H 2.3938 -0.4218 2.2253
O 3.4098 0.5777 -1.1127
N -2.0497 -1.4888 -1.7821
H -1.4010 -2.8753 0.2916
H 0.2415 1.6707 -2.3785
H -2.6911 1.3644 1.6024
C 0.1427 -0.2487 -1.3450
C 1.4207 0.0441 2.0523
H -1.6581 -1.1636 0.6941
H -0.2081 -2.3836 -1.7282
O -2.3373 1.2396 0.7199
H 2.4886 0.8583 -1.2865
H 1.6573 0.5367 1.1037
C -0.7117 -1.5595 -1.1977
H -2.5546 -0.7193 -1.3335
H -1.3543 1.2015 -2.0388
H 0.4231 2.3760 1.0192

Properties
- SMILES = CCNC[C@@H](N)CC.O.O.O
- highest occupied orbital energy (hartree) = -0.32237
- total charge = 0

Table of natural (NBO) atomic charges, one value per atom, all in e: 0.2002 0.1955 0.3471 -0.6171 0.2266 0.2051 -0.2309 -0.9617 0.4955 0.2067 0.3440 0.4679 -0.6206 0.4816 -0.2386 0.1963 0.2110 -0.9336 -0.8133 0.2009 0.2100 0.4889 -0.4528 -0.6516 0.2009 0.1863 -0.9792 0.4706 0.1857 -0.0555 0.3518 0.2017 0.4810

It turns out 2 is the most stable, with the second structure 64.0 kcal/mol higher.